1.
This record from OMol25 describes C40H51FN3P2Si3V as an isolated structure in a non-equilibrium geometry. The level of theory is the ωB97M-V functional and the def2-TZVPD basis.

The geometry in ORCA input format:
```
! wB97M-V def2-TZVPD RIJCOSX def2/J DEFGRID3
* xyz 1 2
H 3.374 1.102 4.583
H -1.158 -3.206 1.838
H 1.914 -2.724 -4.028
H -2.900 0.322 3.327
H -2.953 1.579 -2.331
H 1.677 -1.072 -3.435
H 3.112 -4.639 2.273
H -1.558 -4.401 -2.015
Si -2.804 -1.370 1.428
C -1.408 0.714 -3.496
P 1.244 1.258 0.478
C 2.156 -4.407 -1.471
H 3.906 -2.245 2.474
H 1.380 4.093 -0.175
H -0.170 -4.983 -2.941
H 0.624 -1.720 -4.686
C 1.164 -1.978 -3.770
C 3.927 -1.175 2.272
H -1.034 3.622 4.116
C -0.504 3.723 3.178
H -5.187 0.304 -5.161
C 2.959 1.331 3.596
H -2.513 5.490 -1.117
C -3.345 -0.485 -2.452
C -4.230 0.267 -4.654
H -3.057 -1.344 3.871
C 0.208 0.591 -0.747
H -3.378 -1.219 -1.655
C 4.648 0.963 -1.664
C -3.205 0.946 -5.202
H -1.053 -1.458 -2.372
H -1.479 -0.725 3.401
C -3.804 3.479 1.282
C 2.867 -4.599 1.221
C -4.159 -0.614 -3.500
C 1.437 -1.217 4.183
H -1.062 1.008 -5.519
H -5.257 -1.434 1.750
H -2.205 -3.590 0.467
Si -0.080 -2.493 -2.482
C 3.034 -5.390 -1.036
V 0.200 -1.056 0.251
C -2.367 0.654 -2.335
H -4.508 3.492 2.104
C -2.184 -3.135 1.459
C -2.545 -0.695 3.155
H 2.188 2.086 3.737
C 3.352 0.815 -1.200
C 3.388 -5.501 0.300
H -4.825 -2.030 0.150
P -1.526 0.719 -0.689
C -2.686 4.598 -0.529
C -2.231 2.274 -0.084
H 3.380 3.181 1.237
C 0.647 2.725 1.318
H -4.124 5.533 0.764
C -0.038 2.595 2.521
C 5.485 1.910 -1.087
H -1.328 3.416 -1.679
Si 2.386 -0.294 2.867
H 0.865 -2.055 3.786
H -2.800 -3.745 2.124
H 0.547 6.094 0.997
H 5.678 3.450 0.394
F 1.488 -2.698 1.601
H -4.834 -0.295 0.472
H 3.769 1.763 3.008
H 5.005 0.345 -2.477
H 4.803 -0.758 2.772
C -3.125 2.306 0.974
C 0.386 5.113 1.424
H 4.064 -6.278 0.628
C -4.591 -1.271 0.900
C 0.852 3.988 0.766
C -0.861 -4.151 -2.818
C 5.027 2.708 -0.049
H 6.496 2.030 -1.453
H -0.649 5.862 3.146
C -3.588 4.622 0.531
C 2.012 -3.640 0.747
H -0.346 0.645 -3.284
N 0.667 -2.495 -0.872
C -1.820 0.893 -4.751
H -0.211 1.611 2.940
C 1.598 -3.498 -0.569
H 2.689 0.087 -1.654
H 0.746 -0.549 4.703
H 1.912 -4.355 -2.523
H 4.071 -1.040 1.197
N 1.254 -0.016 1.507
N -1.763 -0.560 0.282
H 2.127 -1.614 4.932
H -1.449 -4.064 -3.736
C 3.731 2.558 0.424
C 2.890 1.608 -0.149
C -0.288 4.980 2.631
H -3.391 1.492 -6.119
H -3.307 1.415 1.559
C -2.016 3.430 -0.839
H 3.445 -6.081 -1.760
H -4.880 -1.424 -3.475
*
```

Computed properties:
Orbital gap (alpha / beta) (eV): 7.3 / 8.1
E (a.u.): -4314.1231
Energy relative to the best compared isomer or geometry (same formula, charge and spin) (kJ/mol): 0.00



2.
This record from OMol25 describes a 2-piece molecular cluster, CH6N3S overall in a non-equilibrium geometry. The level of theory is the ωB97M-V functional and the def2-TZVPD basis.

The geometry in ORCA input format:
```
! wB97M-V def2-TZVPD RIJCOSX def2/J DEFGRID3
* xyz 1 1
H -1.604 1.256 -0.941
N -1.266 -0.527 -0.272
H -2.500 0.824 0.445
N 1.879 -1.122 -0.003
H 1.713 -2.054 -0.363
C 1.023 -0.154 -0.124
S 1.226 1.532 0.263
H -1.492 -1.078 0.500
H 2.849 -0.984 0.112
H -0.045 1.655 0.570
N -1.784 0.653 -0.186
*
```

Computed properties:
Orbital gap (alpha / beta) (eV): 7.9 / 8.3
E (a.u.): -603.7609
Energy relative to the best compared isomer or geometry (same formula, charge and spin) (kJ/mol): 361.90



3.
This record from OMol25 describes C39H41Br4GaN7O4P2 as an isolated structure in a non-equilibrium geometry. The level of theory is the ωB97M-V functional and the def2-TZVPD basis.

The geometry in ORCA input format:
```
! wB97M-V def2-TZVPD RIJCOSX def2/J DEFGRID3
* xyz 1 1
C 1.685 0.813 1.182
H 0.454 1.603 -3.290
C 1.685 -1.304 5.102
H 1.590 0.343 2.164
C -0.947 3.901 -0.825
C 3.656 -0.666 0.773
C -0.767 -4.638 1.599
H -0.693 -7.151 -0.669
N 1.416 -0.922 -1.479
H -5.580 -0.560 0.669
H -1.119 -0.115 3.617
H 3.138 -1.450 1.314
C -1.674 4.856 -0.106
C -0.743 -5.928 1.093
H -0.758 -6.771 1.771
C 0.550 -0.529 4.900
H -1.806 -1.349 -2.449
H -0.225 3.201 -4.721
O -2.654 1.870 -2.673
H 4.756 -4.211 -4.097
C -0.727 -3.769 -0.635
C -1.578 2.199 0.753
H -4.719 -2.614 4.326
P -1.796 0.683 -2.913
C -0.357 1.258 -3.922
H -1.694 2.808 -4.018
C 5.581 0.094 -0.444
C 2.018 -2.298 4.194
C -4.389 -2.194 3.385
H -2.341 -2.710 3.719
C -4.873 -1.047 1.328
H 5.375 -1.884 0.365
H 1.475 -3.054 -1.650
Br -3.408 5.703 1.992
Br 0.187 4.431 -2.249
N -2.382 -1.756 -4.080
C -2.614 -1.703 1.834
H 6.404 -3.063 -2.565
C 0.075 -1.750 2.881
H 0.293 0.253 5.602
H 1.488 1.879 1.326
Br -1.687 6.650 -0.673
H 5.221 -1.794 -2.283
C -2.748 -0.331 -4.147
H 5.898 -2.022 -3.893
H 3.170 -4.986 -2.278
C -2.307 3.139 1.467
C 1.755 -2.078 -2.003
Ga 0.077 0.212 0.171
N 2.721 -0.525 -3.156
C 3.747 1.589 -0.029
C -0.253 -0.744 3.791
H 2.902 -2.903 4.350
C -0.708 -6.142 -0.279
H -3.174 -2.357 -4.268
N -0.923 2.463 -4.635
C 4.998 1.353 -0.571
H 5.527 2.137 -1.095
C 4.422 -3.520 -3.317
Br -3.149 2.529 3.035
O -1.388 0.954 1.158
H 1.487 -3.297 2.376
N 2.040 0.020 -2.224
C 3.047 0.584 0.638
C 4.034 -4.343 -2.092
C -3.048 -2.252 3.038
C -5.302 -1.593 2.530
H 3.294 2.567 -0.139
C 3.235 -2.790 -3.945
C -3.533 -1.099 0.981
H -6.347 -1.541 2.805
H 3.571 -2.178 -4.781
C 6.861 -0.181 -1.036
C -0.710 -5.060 -1.146
H 4.864 -4.984 -1.797
C 4.908 -0.914 0.245
C -2.381 4.462 1.026
H -0.802 -4.484 2.670
O -1.517 -0.537 -1.932
H -3.783 -0.216 -3.825
H -2.689 0.090 -5.156
H -3.196 -0.635 0.064
C -0.958 2.568 -0.459
N 2.570 -1.852 -3.032
H -0.711 -5.223 -2.217
C 5.550 -2.545 -3.002
H -1.304 2.242 -5.553
H 3.815 -3.700 -1.234
H -0.761 -2.925 -1.306
H -1.659 -1.998 -4.748
P -0.874 -1.833 1.342
C -0.741 -3.542 0.736
H 2.475 -3.484 -4.305
N 7.866 -0.416 -1.543
H -0.003 0.535 -4.654
C 1.217 -2.521 3.082
O -0.378 1.558 -1.167
H 2.312 -1.130 5.966
*
```

Computed properties:
Orbital gap (eV): 6.9
E (a.u.): -15098.4464
Energy relative to the best compared isomer or geometry (same formula, charge and spin) (kJ/mol): 144.73



4.
This record from OMol25 describes a 3-piece molecular cluster, C31H62F4N2O9PS2 overall in a non-equilibrium geometry. The level of theory is the ωB97M-V functional and the def2-TZVPD basis.

The geometry in ORCA input format:
```
! wB97M-V def2-TZVPD RIJCOSX def2/J DEFGRID3
* xyz -1 3
O -2.595 -4.773 -5.403
C -5.093 -5.662 -5.349
H 0.801 5.018 3.248
H 4.790 -2.601 4.098
C 2.018 9.243 3.889
H 1.828 4.212 2.073
H 0.033 -4.144 -6.901
H -0.758 -3.209 -1.756
H 3.806 4.783 5.228
H -6.056 -2.402 -5.882
C 3.889 -1.067 2.896
N 3.628 1.084 4.061
C 2.991 4.518 4.552
C 4.719 -0.783 5.244
F -1.395 -1.888 -3.773
H 3.175 -2.172 4.615
H -8.019 -1.724 -4.842
H 0.234 7.539 2.918
C 4.186 5.401 2.582
H 3.197 9.333 1.599
H 1.154 9.083 4.528
H -8.468 -3.421 -5.001
H 4.698 6.349 2.465
C 3.463 8.394 2.086
C 2.587 0.163 6.175
H 0.936 0.372 2.487
C -8.182 -2.529 -5.562
O 0.150 -5.841 -4.798
C -2.708 -4.220 -1.759
H -1.402 -5.511 -2.740
C 2.327 8.015 3.040
H 0.874 8.374 1.507
H -4.569 -3.904 -6.498
H 4.861 -0.803 2.468
H 1.355 -1.175 3.206
F -4.612 -3.130 -4.048
H 4.828 -1.255 6.225
C 1.091 7.591 2.239
H 4.146 1.131 1.346
H -3.076 -5.008 -1.098
H 2.073 4.455 5.133
F -4.075 -1.143 -4.759
C 3.121 0.949 1.655
H -5.735 -6.539 -5.499
H 4.766 1.124 7.263
H -1.093 -4.195 -0.335
C 3.041 0.208 2.986
C -1.536 -3.506 -1.057
H -2.074 -6.955 -4.853
H 3.401 -1.740 2.187
C -1.957 -4.196 -4.370
H 1.816 10.084 3.223
C -2.044 -2.284 -0.299
O -3.308 -5.885 -3.346
H -3.561 -3.557 -1.900
H 2.020 6.303 0.761
H -3.586 -1.805 -2.966
H 2.843 -0.061 7.211
H -7.008 -2.192 -7.324
O 0.508 -1.561 -0.045
O 0.575 -3.807 -3.444
H 2.058 -0.698 5.777
H 5.721 -0.497 4.910
H 3.206 3.539 4.130
C 4.113 -1.755 4.236
H 1.481 -3.586 -5.976
O -1.247 -0.005 0.719
C 2.883 5.512 3.407
H 4.880 4.727 3.083
H 0.028 -2.572 -6.030
H 3.996 4.992 1.588
P -3.378 -6.420 -5.057
H 0.333 5.957 1.062
H -5.455 -5.154 -4.453
O 2.027 6.909 5.061
H -3.314 -6.751 -6.465
H 3.636 7.661 1.302
H 2.869 9.497 4.522
H -4.927 -5.328 -7.447
S -0.779 -1.348 0.535
H -2.501 -1.547 -0.960
H 1.193 0.269 4.200
H 2.600 1.906 1.719
H 5.616 1.736 5.833
C 1.267 6.240 1.552
H -9.038 -2.241 -6.176
H 2.620 0.337 0.902
C -6.688 -4.262 -6.787
H 1.911 1.020 6.171
C -6.927 -2.787 -6.410
O 4.640 1.752 3.641
C -2.281 -2.670 -4.471
C 3.882 0.488 5.423
C 1.553 -0.104 3.248
C 1.644 5.169 2.567
C -3.666 -2.180 -3.985
C -5.244 -4.759 -6.567
C 4.638 1.519 6.253
H -1.487 -2.654 2.086
H -2.793 -2.563 0.447
O -0.744 -2.047 1.987
H -6.982 -4.421 -7.829
C -2.323 -4.977 -3.034
H -3.980 -7.668 -4.672
N 2.695 6.891 3.972
H 4.076 2.452 6.314
H 4.395 8.548 2.631
C 0.393 -3.591 -6.038
F -2.169 -2.290 -5.766
S -0.094 -4.442 -4.563
H -7.358 -4.883 -6.182
*
```

Computed properties:
Orbital gap (alpha / beta) (eV): 6.7 / 6.7
E (a.u.): -3542.1324